ORCA calculation (ωB97M-V with the def2-TZVPD basis set) on a cluster of 2 separate species, C5H13NO in total.

Summary:
Structure (SMILES) ... CC/C=C/NC.O

```
20
Properties=species:S:1:pos:R:3:mulliken_charge:R:1
C 0.89721 2.13874 1.09013 -1.2669
C 0.81850 1.66341 -0.35068 -0.1490
C 0.51527 0.19283 -0.51781 -1.0082
C 0.77027 -0.73917 0.41020 0.2335
N 0.55065 -2.10414 0.28268 -0.2978
C -0.49988 -2.57639 -0.60182 -0.8474
H 1.71245 1.66503 1.63717 0.3060
H 1.05134 3.21660 1.14069 0.3621
H -0.00858 1.91837 1.65758 0.3206
H 1.75688 1.91270 -0.86034 0.3042
H 0.05121 2.22646 -0.88704 0.2791
H 0.21688 -0.12036 -1.51179 0.3416
H 1.21618 -0.47591 1.36126 0.2542
H 0.52753 -2.55517 1.17501 0.2534
H -0.31962 -2.20626 -1.61185 0.2793
H -1.50047 -2.25546 -0.30034 0.2898
H -0.47462 -3.65805 -0.69154 0.3332
O -2.64221 0.25976 -0.52569 -0.6792
H -1.67650 0.34612 -0.37761 0.3932
H -2.96249 1.15089 -0.51822 0.2983
```

=====

ORCA calculation (ωB97M-V with the def2-TZVPD basis set) on a structure of composition C29H42MgN2O2S6Si.

Summary:
Charge ... -2

```
83
Properties=species:S:1:pos:R:3:mulliken_charge:R:1
Mg -0.29607 -0.51553 -0.41382 0.7362
C 4.06907 2.13381 0.47648 -0.6842
S 3.90177 1.99395 2.27751 -0.1270
C 2.47554 2.94155 2.60580 -0.0057
C 1.20386 2.67524 2.18496 -0.4974
S 0.67827 1.39879 1.18664 -0.1184
S 0.02050 3.85335 2.75927 0.2952
C 1.07095 4.87088 3.66817 -0.1217
S 0.55944 6.21035 4.52935 -0.3681
S 2.70503 4.36459 3.58671 -0.1980
H 5.04716 1.70828 0.24954 0.3126
H 4.04232 3.17993 0.17735 0.2637
H 3.28459 1.57109 -0.02345 0.1653
C -4.83286 3.24272 -2.07129 -1.8328
C -4.16767 1.87823 -1.90662 2.3733
C -3.77234 1.34803 -3.29076 -1.6340
C -5.15393 0.89259 -1.27418 -1.6806
Si -2.57918 1.89533 -0.83174 -1.8971
O -1.95239 0.43555 -0.83021 1.0271
C -3.04255 2.47381 0.90990 1.2746
C -3.61501 3.70571 1.23987 -0.2828
C -3.89499 4.04869 2.55697 -0.9435
C -3.61277 3.15648 3.58132 -0.4840
C -3.05473 1.92215 3.27953 -0.4649
C -2.77444 1.58757 1.96140 -0.1676
C -1.37406 3.14306 -1.61484 0.7995
C -1.34715 4.51955 -1.38203 0.1449
C -0.40745 5.34408 -1.98875 -0.7452
C 0.53595 4.80288 -2.85049 -0.4447
C 0.53836 3.43598 -3.09096 -0.7735
C -0.40241 2.61895 -2.47872 -0.0456
H -5.66717 3.16924 -2.78254 0.4976
H -4.13236 3.98996 -2.45583 0.3212
H -5.23915 3.61059 -1.12585 0.2840
H -4.66290 1.23155 -3.92348 0.5086
H -3.26882 0.38081 -3.21214 0.0815
H -3.08677 2.03528 -3.79611 0.3263
H -6.05296 0.79258 -1.89791 0.5005
H -5.46544 1.22472 -0.27952 0.2973
H -4.69880 -0.09502 -1.16608 0.1454
H -3.83823 4.42505 0.45954 0.1601
H -4.32182 5.01944 2.78324 0.3465
H -3.81364 3.42930 4.61084 0.3355
H -2.81447 1.22371 4.07249 0.4186
H -2.32187 0.63115 1.73257 0.0458
H -2.05427 4.95801 -0.68662 0.1436
H -0.39996 6.40624 -1.77148 0.3960
H 1.27855 5.44121 -3.31627 0.3580
H 1.28824 2.99606 -3.73810 0.4138
H -0.36145 1.54783 -2.64625 0.2641
C 1.48528 -4.66806 3.81174 -1.0597
C 2.21404 -5.13077 2.55500 -0.3114
C 2.83278 -3.98473 1.75479 -0.9687
C 1.81513 -2.99610 1.21345 -0.8384
N 0.89542 -3.64196 0.27549 0.1153
C -0.35929 -3.14627 0.11260 -0.6862
S -1.20547 -2.31756 1.38659 -0.4106
N -0.94857 -3.46317 -1.04503 0.3741
C -2.18255 -2.87649 -1.52481 -0.6608
C -3.02331 -3.87158 -2.30949 -0.9295
C -3.76119 -4.90704 -1.46216 -0.3998
C -2.86862 -5.92849 -0.76576 -0.9287
H 1.10274 -5.51731 4.38264 0.3445
H 0.63748 -4.02975 3.55970 0.2484
H 2.15262 -4.09685 4.46344 0.2791
H 1.50887 -5.66093 1.90832 0.2427
H 2.99970 -5.84673 2.82074 0.3390
H 3.42532 -4.39349 0.92743 0.3315
H 3.53420 -3.42903 2.38700 0.3703
H 2.27349 -2.15503 0.67988 0.2689
H 1.21954 -2.57069 2.01651 0.5396
H 1.33983 -3.69185 -0.63515 0.3618
H -0.26464 -3.59058 -1.77881 0.3925
H -1.92847 -1.99505 -2.12366 0.2741
H -2.73670 -2.50596 -0.66057 0.3397
H -2.39572 -4.37536 -3.05601 0.3395
H -3.76178 -3.29522 -2.87549 0.3483
H -4.48225 -5.43032 -2.09965 0.3486
H -4.34922 -4.37389 -0.70778 0.2694
H -2.19425 -6.40911 -1.48021 0.2696
H -3.47015 -6.70920 -0.29357 0.3675
H -2.25076 -5.45964 -0.00167 0.0916
O 0.78562 -1.60580 -1.43589 -1.3820
```

=====

ORCA calculation (ωB97M-V with the def2-TZVPD basis set) on a structure of composition C20H31AuN2O2Sb.

Summary:
Charge ... -1

```
57
Properties=species:S:1:pos:R:3:mulliken_charge:R:1
Au -0.02772 1.77148 0.41017 0.7153
C -4.02252 2.79567 1.69904 -1.3407
C -2.89517 1.95257 1.12777 1.0171
O -1.92844 2.67824 0.66005 -0.7561
C -3.05796 0.58137 1.18226 -1.2824
C -2.16012 -0.46194 0.72069 1.3169
C -2.26749 -1.83619 1.33677 -1.2096
N -1.26529 -0.14880 -0.14456 -1.3370
N -0.31867 -1.15910 -0.56643 1.8292
C 0.99547 -0.90007 -0.24441 -0.1600
O 1.43834 0.22422 0.17887 -0.9374
C 1.96910 -2.02206 -0.34454 1.1305
C 3.32703 -1.73017 -0.45703 -0.6311
C 4.26261 -2.75392 -0.55577 -0.4582
C 3.86684 -4.08123 -0.49761 -0.5622
C 2.51566 -4.37522 -0.31146 -0.5523
C 1.58096 -3.36237 -0.23459 -0.2610
H -3.63336 3.77631 1.96924 0.3142
H -4.47616 2.32640 2.57217 0.3705
H -4.79995 2.93759 0.94459 0.2897
H -3.92906 0.24145 1.72935 0.1442
H -3.12190 -1.89514 2.00931 0.3852
H -1.36001 -2.04977 1.90396 0.2501
H -2.35312 -2.60450 0.56902 0.1801
H 3.63235 -0.69321 -0.49046 0.4076
H 5.31120 -2.50693 -0.67576 0.3735
H 4.59651 -4.87792 -0.57348 0.3695
H 2.19342 -5.40625 -0.22070 0.3742
H 0.53487 -3.58951 -0.06836 0.2640
C 0.57741 -3.06883 -3.51342 -1.6783
C -0.55535 -2.24116 -2.88118 2.5376
C -1.30411 -1.51926 -4.01415 -1.9349
C -1.53053 -3.17015 -2.16446 -1.5669
C 0.00498 -1.20827 -1.93430 -1.7663
H 0.20540 -3.71857 -4.31428 0.4477
H 1.06840 -3.69033 -2.76293 0.2518
H 1.33254 -2.40021 -3.93279 0.3434
H -1.72116 -2.23331 -4.73437 0.4593
H -0.62679 -0.85046 -4.55046 0.4036
H -2.11792 -0.91657 -3.60604 0.3629
H -1.99804 -3.85184 -2.88177 0.4395
H -2.32022 -2.59391 -1.67726 0.2323
H -1.02793 -3.76959 -1.40230 0.2656
H 0.47996 -0.32281 -2.35575 0.0275
C 1.01992 5.18873 4.28823 -1.3224
Sb 0.45258 3.82073 2.68984 0.6317
C 2.48827 3.76275 1.97758 -1.3537
C -0.14682 5.41431 1.38403 -1.2955
H 1.55544 6.04700 3.87841 0.3486
H 1.67103 4.66580 4.99059 0.3230
H 0.14065 5.53957 4.83010 0.3428
H 2.87057 4.78015 1.87992 0.3830
H 2.52731 3.25674 1.01398 0.3788
H 3.10990 3.20843 2.68175 0.3659
H 0.67712 6.11854 1.26294 0.4248
H -1.01249 5.93079 1.79908 0.3755
H -0.42751 4.99076 0.42090 0.3287
```

=====

For the records above, the corresponding strongest force on any atom values read 1.04, 1.25, 0.84 eV/A.
For the records above, the corresponding energy relative to the best compared isomer or geometry (same formula, charge and spin) values read 1.2132, 2.4893, 2.2895 eV.
For the records above, the corresponding gap between HOMO and LUMO values read 0.33052, 0.19205, 0.22602 Eh.